{
  "formula": "C26H22Co2NO10",
  "method": "the ωB97M-V functional and the def2-TZVPD basis",
  "largest_force_ev_per_a": 4.94,
  "energy_ev": -124532.7173,
  "e_above_lowest_kj_mol": 269.32,
  "charge": -1,
  "homo_ev": -1.3,
  "orbital_gap_ev": 2.0721,
  "elements": ["H", "C", "H", "C", "C", "O", "O", "C", "C", "C", "N", "C", "C", "C", "O", "O", "C", "C", "H", "H", "H", "H", "H", "H", "H", "H", "H", "H", "H", "H", "H", "O", "C", "Co", "C", "O", "C", "O", "C", "C", "C", "C", "C", "C", "C", "C", "C", "Co", "C", "O", "C", "O", "C", "O", "H", "H", "H", "H", "H", "H", "H"],
  "positions_angstrom": [[-0.0401, 0.9338, 1.1148], [1.9791, 2.2377, -3.1507], [1.6759, 1.1994, -3.1749], [0.9543, 3.2223, -3.3344], [-0.5391, 2.8920, -3.5585], [-1.3635, 3.7399, -3.8849], [-0.9710, 1.6154, -3.3333], [-2.1650, 1.3629, -4.1589], [-2.5059, -0.1028, -4.2321], [1.2261, 4.5349, -2.9153], [2.4663, 4.8267, -2.3496], [3.3156, 3.8271, -1.8845], [3.0722, 2.5066, -2.2581], [3.8326, 1.4462, -1.4212], [4.8563, 1.7051, -0.8053], [3.2917, 0.1989, -1.3220], [4.3127, -0.8201, -0.9460], [3.7336, -2.1951, -1.1497], [-3.0173, 1.9395, -3.7720], [-1.9203, 1.7296, -5.1638], [-3.4340, -0.1912, -4.8041], [-1.7425, -0.6661, -4.7731], [-2.6729, -0.5574, -3.2542], [0.5386, 5.4020, -2.9628], [2.7829, 5.8206, -2.2793], [4.1715, 4.1792, -1.2786], [5.1891, -0.6707, -1.5915], [4.6186, -0.6719, 0.1003], [4.4396, -2.9422, -0.7778], [2.7987, -2.3270, -0.6032], [3.5661, -2.3989, -2.2099], [-1.8132, -1.1177, 6.4224], [-1.5624, -0.6562, 5.3987], [-1.2475, 0.1008, 3.8546], [-2.8762, 0.6603, 3.5444], [-3.9612, 0.9627, 3.3146], [-0.4533, 1.6086, 4.3159], [-0.0336, 2.6157, 4.6817], [-1.0892, -1.2980, 2.1482], [-2.3103, -2.0418, 1.8921], [-2.9653, -2.7167, 2.9288], [-4.0929, -3.4905, 2.6455], [-4.5793, -3.5441, 1.3261], [-3.8848, -2.9254, 0.2695], [-2.7437, -2.1730, 0.5569], [-0.0925, -0.9331, 1.3024], [0.1277, 0.1859, 0.3904], [0.5663, -1.3923, 2.8961], [0.4116, -2.3295, 4.3870], [0.3574, -3.1279, 5.2540], [1.5662, 0.0428, 3.5082], [2.4401, 0.6576, 3.9319], [1.7262, -2.5508, 2.3128], [2.4980, -3.3092, 1.8810], [-2.5169, -2.6401, 3.9251], [-4.5451, -4.0430, 3.4763], [-5.4954, -4.1052, 1.1246], [-4.2235, -3.0500, -0.7673], [-2.1701, -1.7148, -0.2574], [1.1167, 0.2158, -0.1208], [-0.6038, 0.3324, -0.4091]],
  "lowdin_charge": [0.071, -0.117, 0.064, -0.156, -0.422, 0.039, -0.021, -0.227, -0.081, -0.081, -0.032, -0.084, -0.160, -0.426, 0.045, -0.039, -0.202, -0.081, 0.120, 0.123, 0.075, 0.076, 0.067, 0.117, 0.140, 0.118, 0.122, 0.121, 0.079, 0.056, 0.078, 0.111, -0.206, 0.059, -0.155, 0.128, -0.202, 0.107, -0.239, -0.233, -0.042, -0.079, -0.102, -0.086, -0.022, -0.175, -0.035, 0.072, -0.134, 0.113, -0.106, 0.142, -0.107, 0.130, 0.097, 0.102, 0.093, 0.101, 0.112, 0.087, 0.086]
}